# C17H18F3N5O2

A single C17H18F3N5O2 molecule in a non-equilibrium geometry (ωB97M-V with the def2-TZVPD basis set, the OMol25 dataset).

The geometry in XYZ format:
```
45
Properties=species:S:1:pos:R:3:forces:R:3
O 3.3280 0.6900 2.4833 0.89 1.44 -1.04
F -3.4321 -1.7188 4.2620 -0.05 0.27 -0.69
F -4.0797 -3.2397 2.8828 -0.74 0.40 0.28
F -5.1909 -1.2983 3.0566 0.60 -0.77 0.04
N 2.4490 1.6001 -1.7103 0.98 -0.17 0.68
N -1.0978 -0.3422 1.2851 1.04 0.31 0.86
N -2.7063 -0.7815 -0.3678 -2.13 -0.68 -0.04
O 4.8080 2.3285 1.8928 -1.01 -0.37 -0.20
C 3.9454 1.3012 1.6310 -0.37 -2.11 1.48
C 1.1965 1.3794 -2.0114 -1.62 -0.66 0.26
C 0.5656 0.5565 -0.9934 0.13 0.65 -0.65
C 1.5420 0.2715 -0.0874 0.58 0.07 0.21
C -1.5625 -0.3031 0.0537 1.70 0.03 -0.86
C -1.8791 -0.8647 2.2144 -0.45 -0.11 -0.92
C -3.5036 -1.3281 0.5409 -1.59 -0.33 -0.19
C -3.1246 -1.3800 1.8753 0.51 0.58 1.92
N -0.7833 0.1635 -0.9883 -0.45 0.18 0.32
N 2.6897 0.9589 -0.5275 -0.74 -0.65 0.81
C 0.4544 1.8813 -3.2482 0.16 -0.68 0.56
C -3.9633 -1.8875 3.0313 -0.08 -0.47 -0.72
C 4.4549 -0.6418 0.0092 0.14 0.06 0.37
C 5.1588 2.9148 0.6279 -0.18 -0.18 -0.04
C -4.9706 -2.4026 -1.3123 -1.07 0.90 0.22
C -5.7922 -1.1628 -0.8318 0.10 -1.52 -0.20
C 5.1310 1.7653 -0.3354 0.11 0.19 -1.12
C -4.8478 -1.9174 0.1268 0.17 -0.78 -0.84
C 4.0352 0.8125 0.1549 -0.63 1.09 -1.08
H 1.4211 -0.3964 0.7942 0.66 1.05 -0.73
H -1.5321 -0.9057 3.2384 0.18 0.15 -0.05
H -1.3829 0.2853 -1.7972 0.70 -0.01 -0.10
H -0.2229 2.6880 -2.9696 0.05 0.15 -0.06
H -0.1825 1.0725 -3.6726 0.50 0.40 0.25
H 1.1349 2.2171 -4.0254 0.06 0.07 0.05
H 5.3575 -0.8011 0.6113 0.00 -0.17 -0.43
H 3.6980 -1.3160 0.3784 -0.31 -0.09 0.29
H 4.5775 -0.8798 -1.0566 0.32 0.20 0.32
H 4.4033 3.6476 0.3443 0.07 0.22 0.22
H 6.1475 3.3588 0.6581 -0.03 0.18 0.41
H -5.5418 -3.3314 -1.4966 0.39 0.70 0.32
H -4.1248 -2.2716 -1.9640 0.11 0.27 -0.09
H -5.4880 -0.1607 -1.1440 0.05 -0.47 0.08
H -6.9047 -1.3251 -0.7716 1.44 0.24 0.26
H 6.0959 1.2465 -0.3007 -0.25 -0.02 -0.11
H 4.9894 2.2154 -1.3199 -0.12 -0.64 -0.21
H -5.2702 -2.6986 0.7790 0.18 1.08 0.14
```
Positions in Å, forces in eV/Å.

Calculated values
SMILES: Cc1nn([C@@]2(C)CCOC2=O)cc1Nc1ncc(C(F)(F)F)c(C2CC2)n1
Gap between HOMO and LUMO: 0.315 Ha
Energy above the lowest of the compared OMol25 structures with the same formula, charge and spin: 0.782 eV
E_HOMO: -8.0 eV

Charges in e, computed with Mulliken, in the same order as the atoms: atom 1 (O): -0.56, atom 2 (F): -0.29, atom 3 (F): -0.25, atom 4 (F): -0.25, atom 5 (N): -1.18, atom 6 (N): -0.47, atom 7 (N): -0.51, atom 8 (O): -0.36, atom 9 (C): 0.20, atom 10 (C): 0.51, atom 11 (C): -0.08, atom 12 (C): -0.26, atom 13 (C): 0.35, atom 14 (C): -0.70, atom 15 (C): 0.30, atom 16 (C): 0.28, atom 17 (N): -0.12, atom 18 (N): 0.88, atom 19 (C): -1.33, atom 20 (C): 0.68, atom 21 (C): -1.84, atom 22 (C): -0.46, atom 23 (C): -0.68, atom 24 (C): -0.62, atom 25 (C): -0.87, atom 26 (C): -0.06, atom 27 (C): 1.37, atom 28 (H): 0.41, atom 29 (H): 0.55, atom 30 (H): 0.24, atom 31 (H): 0.28, atom 32 (H): 0.33, atom 33 (H): 0.38, atom 34 (H): 0.48, atom 35 (H): 0.40, atom 36 (H): 0.40, atom 37 (H): 0.27, atom 38 (H): 0.39, atom 39 (H): 0.25, atom 40 (H): 0.26, atom 41 (H): 0.24, atom 42 (H): 0.27, atom 43 (H): 0.33, atom 44 (H): 0.34, atom 45 (H): 0.48



# C17H18F3NO4S

A single C17H18F3NO4S molecule in a non-equilibrium geometry (ωB97M-V with the def2-TZVPD basis set, the OMol25 dataset).

The geometry in XYZ format:
```
44
Properties=species:S:1:pos:R:3:forces:R:3
C -2.2926 -0.5517 2.2310 -0.17 0.14 0.13
C -3.3608 0.4953 1.9269 0.03 -0.19 -0.14
C -3.5551 0.7458 0.4238 0.04 0.30 0.12
H -4.6131 0.9080 0.2140 -0.03 -0.01 -0.06
H -3.2395 -0.1328 -0.1383 -0.02 -0.04 -0.08
C -2.8069 1.9776 -0.0847 -0.34 -0.10 -0.24
N -1.3764 1.8590 0.0673 -0.10 -0.14 0.37
C -0.5001 2.1726 -0.9076 -0.05 -0.18 0.28
O -0.8141 2.5543 -2.0189 0.14 0.14 -0.16
C 0.9138 2.0059 -0.5086 0.81 0.42 -0.64
C 2.0482 2.5656 -1.0311 -0.77 -0.23 0.23
C 3.1288 2.0436 -0.2877 -0.25 -0.33 0.59
C 2.5861 1.1942 0.6370 0.46 0.82 -0.40
C 3.2134 0.2172 1.5352 -0.16 -0.82 -0.65
H 2.5384 -0.1416 2.3058 -0.02 -0.02 0.10
H 4.1507 0.5662 1.9564 0.10 -0.05 0.01
S 3.6464 -1.2478 0.4775 -0.18 0.03 0.25
O 3.7308 -2.4084 1.3171 -0.29 -0.09 0.20
O 4.7826 -0.8905 -0.3212 0.02 0.34 -0.27
C 2.2109 -1.3956 -0.6033 0.55 0.07 0.37
C 1.1245 -2.1266 -0.1683 -0.23 -0.14 -0.01
C -0.0008 -2.1830 -0.9793 0.01 -0.01 0.13
C -0.0406 -1.4931 -2.1865 0.07 -0.05 0.15
C 1.0655 -0.7738 -2.6065 -0.01 -0.06 0.04
C 2.2057 -0.7390 -1.8193 0.11 0.03 -0.10
H 3.0939 -0.2120 -2.1295 0.04 0.09 -0.08
H 1.0350 -0.2404 -3.5428 0.02 0.06 -0.09
H -0.9329 -1.5262 -2.7929 -0.08 0.00 -0.06
C -1.1801 -3.0308 -0.5892 -0.17 -0.16 0.03
F -2.3515 -2.4027 -0.7915 -0.08 0.24 -0.14
F -1.1655 -3.3980 0.6977 0.23 0.03 0.21
F -1.2389 -4.1641 -1.3095 0.13 -0.08 -0.16
H 1.1743 -2.6487 0.7746 -0.08 -0.08 0.09
O 1.2382 1.1720 0.5140 -0.22 0.00 0.17
H 4.1697 2.2548 -0.4181 0.27 -0.03 -0.01
H 2.0870 3.2637 -1.8409 -0.07 0.14 -0.20
H -1.0265 1.6001 0.9756 0.14 0.04 -0.10
H -2.9930 2.1293 -1.1504 -0.01 0.06 0.15
H -3.1575 2.8655 0.4572 -0.02 -0.05 -0.11
H -3.1109 1.4361 2.4240 -0.08 0.07 0.07
H -4.3014 0.1475 2.3572 0.00 0.09 0.07
H -2.1477 -0.6425 3.3055 0.08 -0.06 0.09
H -2.6033 -1.5211 1.8513 0.05 -0.11 -0.06
H -1.3349 -0.3039 1.7769 0.14 -0.06 -0.05
```
Positions in Å, forces in eV/Å.

Calculated values
SMILES: CCCCNC(=O)c1ccc(CS(=O)(=O)c2cccc(C(F)(F)F)c2)o1
Gap between HOMO and LUMO: 0.341 Ha
Energy above the lowest of the compared OMol25 structures with the same formula, charge and spin: 0.000 eV
E_HOMO: -9.1 eV

Charges in e, computed with Mulliken, in the same order as the atoms: atom 1 (C): -0.68, atom 2 (C): -0.56, atom 3 (C): -0.20, atom 4 (H): 0.34, atom 5 (H): 0.05, atom 6 (C): -0.92, atom 7 (N): 0.02, atom 8 (C): 0.10, atom 9 (O): -0.70, atom 10 (C): 0.69, atom 11 (C): -0.74, atom 12 (C): -0.57, atom 13 (C): 0.37, atom 14 (C): -1.10, atom 15 (H): 0.40, atom 16 (H): 0.54, atom 17 (S): 1.30, atom 18 (O): -0.70, atom 19 (O): -0.67, atom 20 (C): -0.36, atom 21 (C): -0.16, atom 22 (C): 0.34, atom 23 (C): -0.63, atom 24 (C): -0.87, atom 25 (C): -0.36, atom 26 (H): 0.55, atom 27 (H): 0.45, atom 28 (H): 0.47, atom 29 (C): 0.72, atom 30 (F): -0.26, atom 31 (F): -0.28, atom 32 (F): -0.28, atom 33 (H): 0.58, atom 34 (O): -0.21, atom 35 (H): 0.53, atom 36 (H): 0.59, atom 37 (H): 0.19, atom 38 (H): 0.42, atom 39 (H): 0.33, atom 40 (H): 0.31, atom 41 (H): 0.38, atom 42 (H): 0.39, atom 43 (H): 0.24, atom 44 (H): -0.04